1.
C23H41LuN2P3Se | the ωB97M-V functional and the def2-TZVPD basis

Output
Multiplicity: 1
Gap between HOMO and LUMO in eV: 5.5
E in hartree: -5670.50294
Total charge: +3

XYZ file:
```
71
Properties=species:S:1:pos:R:3:forces:R:3
Lu -0.151046 0.169293 0.381160 2.7674 3.2633 0.0420
P -2.175065 -1.883608 0.234308 -0.7007 -1.0945 -0.1478
P 2.088470 -0.224669 2.000367 1.0948 0.4188 1.0306
P 1.555578 -1.247655 -1.425435 0.6986 -0.3430 -1.1178
H -2.691753 3.452269 -4.684520 -0.3168 -0.4150 -0.1108
C -2.999137 2.521074 -5.177850 -0.6520 -0.4448 0.1440
C -3.408517 1.431100 -4.503202 -0.0770 0.6439 -0.8167
H -3.583005 1.468941 -3.421131 0.2933 -0.1156 -0.3003
C -3.543689 -1.702924 1.385033 -0.3167 0.6245 0.2304
C -0.629495 -2.326802 1.075401 0.3628 -0.0724 0.1229
C -2.557069 -3.181356 -0.932115 0.0649 0.0995 -0.5412
C 3.453086 0.982952 1.817245 -0.2240 0.4388 -0.1584
C 1.673388 0.115435 3.762615 -0.3199 -0.0463 -0.0603
C 3.102835 -1.734371 2.231174 -0.3783 -0.3353 -0.2108
C 0.866373 -1.275310 -3.117849 -0.2640 0.0921 -0.0470
C 2.141537 -2.990603 -1.299280 -0.2166 -0.1184 0.4161
C 3.149090 -0.390227 -1.694273 0.0011 0.4296 0.2133
H -3.039707 2.559574 -6.274382 0.3394 -0.2023 0.4923
H -3.646688 0.497715 -5.035061 -0.1430 0.5530 0.3099
H -4.292662 -1.028580 0.944703 0.0711 -0.2410 0.0233
H -3.236082 -1.261962 2.339012 -0.0249 -0.0944 -0.3884
H -4.019482 -2.673609 1.598502 0.3061 0.1360 -0.3480
H -0.374361 -1.704185 1.954788 -0.1938 -0.2857 -0.2251
H 0.249409 -2.384133 0.394270 -0.5687 0.0366 0.2151
H -0.749054 -3.347395 1.450388 -0.2125 -0.0181 0.0883
H -3.346483 -2.819997 -1.607363 0.1025 -0.1986 0.1549
H -2.915243 -4.062232 -0.376139 0.1213 0.2750 -0.1228
H -1.672136 -3.442395 -1.530698 -0.2449 0.0375 0.1614
H 4.094818 0.900392 2.702432 -0.0383 -0.1002 -0.2268
H 3.039748 2.001249 1.758006 0.3645 -0.4755 0.0803
H 4.033495 0.792431 0.907989 -0.1048 0.0706 0.2014
H 2.611763 0.032090 4.321020 -0.2230 0.0922 0.0149
H 0.955029 -0.605240 4.174436 0.2309 0.1118 -0.0709
H 1.264709 1.127983 3.882459 0.1326 -0.2053 -0.0365
H 3.765612 -1.545132 3.087214 -0.1475 -0.1181 -0.2825
H 3.712677 -1.949851 1.344074 -0.1533 0.0525 0.2507
H 2.466339 -2.598832 2.458122 0.2514 0.0420 -0.0169
H 1.660138 -1.597330 -3.810374 -0.3717 0.0216 0.1722
H 0.515030 -0.275985 -3.403898 0.2142 -0.3146 0.0437
H 0.009431 -1.963514 -3.175881 0.2856 0.0837 -0.0714
H 2.695922 -3.248466 -2.214893 -0.1778 0.1623 0.2878
H 1.302823 -3.691494 -1.200446 0.1357 0.0542 -0.1143
H 2.798143 -3.139550 -0.432388 -0.1228 0.0796 -0.2252
H 3.514432 -0.669722 -2.694360 -0.0286 0.0562 0.3641
H 3.890979 -0.672258 -0.932032 -0.2591 0.0213 -0.2722
H 3.001495 0.697904 -1.654807 0.0862 -0.2691 -0.0745
C 0.821077 2.753450 -1.533408 -0.0427 0.1497 -0.3978
C -0.434265 2.310281 -2.004725 1.0240 -0.9787 0.2260
C -0.489276 1.855859 -3.316252 -0.2975 -0.0661 -0.7192
C 0.552476 2.070949 -4.214219 0.0790 -0.0332 0.3008
C 1.742429 2.654961 -3.769316 -0.1687 0.3513 -0.0221
C 1.882902 3.014559 -2.430626 -0.3664 -0.4222 0.6198
Se 1.046988 2.770477 0.344180 -0.5377 -0.8584 0.2759
H -1.950290 -0.666701 -0.597066 -0.5730 -0.9709 0.6228
H -1.297237 2.291200 -1.324558 0.0967 0.0408 -0.2867
H -1.356081 1.321091 -3.680066 -0.0072 0.3881 0.0569
H 0.426279 1.788969 -5.258861 0.0895 -0.0377 0.2638
H 2.562344 2.817222 -4.468005 -0.1895 0.0647 0.1679
H 2.811789 3.440668 -2.037128 -0.3141 -0.2355 -0.2355
N -1.715361 -0.641233 7.066704 -0.1435 1.1317 -2.4799
C -1.782433 -0.109252 6.025598 -0.0827 -1.0149 2.1439
C -1.799121 0.614540 4.775477 -0.2526 -0.7065 0.0858
C -1.986618 1.998120 4.756419 0.2192 0.1789 -0.2129
C -1.868976 2.654408 3.536760 -0.0548 0.1760 0.0304
C -1.561578 1.930510 2.386530 0.0724 -0.0402 0.1959
N -1.333635 0.591576 2.414093 -1.3392 -0.3254 0.2498
C -1.596373 -0.072118 3.585605 0.9042 0.6566 -0.5625
H -2.221754 2.510048 5.692586 0.1780 0.0106 -0.3642
H -1.970543 3.735221 3.483549 -0.1599 -0.2056 -0.0877
H -1.471614 2.422144 1.401098 0.0805 -0.1105 0.8212
H -1.592773 -1.167930 3.559310 0.3424 0.4691 0.2348
```
Positions in Å, forces in eV/Å.

***

2.
C23H41MoN2OP3 | the ωB97M-V functional and the def2-TZVPD basis

Output
Multiplicity: 3
Gap between HOMO and LUMO (spin up / spin down) in eV: 7.0 / 4.3
E in hartree: -2176.15008
Total charge: +4

XYZ file:
```
71
Properties=species:S:1:pos:R:3:forces:R:3
Mo 0.532098 0.295358 0.383117 -1.7323 -2.6554 -0.4760
P 1.742335 1.653085 1.728348 -1.7487 -0.6573 0.2565
P -1.035122 1.897589 -0.330372 -1.3441 1.2573 -0.6352
P 2.190008 -0.807173 -0.952557 1.8133 -1.1460 -0.4976
H -2.469509 -2.191174 0.613411 0.4060 -0.9177 -0.4927
C -1.957228 -2.745660 -0.210071 -0.2400 1.8340 0.1306
C -0.824528 -3.423526 -0.023801 0.9286 1.5960 -0.5080
H -0.252724 -3.304854 0.901662 -0.6574 -0.8935 0.1012
C 0.815688 2.207073 3.122451 0.2632 0.6403 0.4138
C 2.350507 2.997017 0.753089 0.5020 0.3217 0.2562
C 2.997021 0.578681 2.370208 0.9112 0.1086 0.2127
C -2.746823 1.293519 -0.653813 0.1647 0.0556 -0.0959
C -1.433874 3.391516 0.673490 -0.0933 -0.2622 -0.0093
C -0.442345 2.671226 -1.870445 -0.0146 -0.2092 -0.2242
C 3.084329 -2.068010 0.055341 -0.4523 0.1800 0.0954
C 3.447588 0.430443 -1.375706 0.0220 0.2171 -0.0455
C 1.909359 -1.647820 -2.519151 -0.3501 0.1194 -0.2898
H -2.352994 -2.409857 -1.194736 0.0584 -1.1631 0.5572
H -0.214119 -3.766660 -0.864679 -0.4579 -0.4069 0.2197
H 0.609159 1.375501 3.804373 0.2427 0.3005 -0.0415
H -0.117632 2.704552 2.854008 0.2555 0.0760 0.0669
H 1.536991 2.919136 3.535244 -0.5146 0.1969 0.8216
H 1.541748 3.557500 0.264640 0.3071 -0.0986 0.3484
H 3.075486 2.652029 0.006850 -0.0200 0.3442 0.3396
H 2.820367 3.584452 1.547467 0.4269 0.6763 -0.5692
H 2.578750 -0.222171 2.995577 0.0750 0.4339 -0.0071
H 3.582630 1.273089 2.978959 0.5305 -0.4315 0.2923
H 3.637470 0.124009 1.607768 0.0167 0.3261 0.2137
H -3.209186 1.956853 -1.395865 -0.0717 -0.1056 0.2056
H -3.343661 1.364158 0.269244 0.1429 -0.0128 -0.4101
H -2.758812 0.251087 -1.008026 -0.0032 0.3671 0.1791
H -2.039607 4.037445 0.007259 0.2871 -0.2386 0.3903
H -0.540315 3.941858 1.002181 -0.4097 -0.1380 -0.0953
H -2.064062 3.094289 1.525173 0.2933 0.2658 -0.1155
H -1.067025 3.566336 -2.029373 0.2756 -0.3004 -0.0933
H -0.522137 1.950253 -2.708297 0.2010 0.7551 0.5065
H 0.600987 2.993615 -1.735038 -0.2698 -0.0468 -0.2456
H 4.127430 -2.057477 -0.282205 -0.1206 -0.1082 0.1211
H 2.633823 -3.046807 -0.148590 0.1696 0.1636 0.0930
H 3.042126 -1.872405 1.134991 0.1254 -0.1382 -0.3219
H 4.071026 -0.017436 -2.158988 0.0046 0.2438 0.1111
H 4.083490 0.669423 -0.514589 -0.1359 0.0075 -0.2499
H 2.964862 1.335177 -1.766263 0.2951 -0.1242 -0.0778
H 2.898164 -1.770920 -2.974125 -0.1478 -0.1681 0.0352
H 1.277426 -0.979904 -3.138150 0.7139 -0.7281 0.2545
H 1.447522 -2.635405 -2.350449 0.3862 0.4144 -0.0649
C -1.297775 -0.680525 -3.366754 3.1762 2.1807 -0.9693
C -2.588165 -0.125813 -3.683430 1.7368 0.8581 1.9264
C -3.386776 -0.916833 -4.494776 -1.1946 0.1152 -0.9122
C -2.982326 -2.167027 -4.948150 -0.7796 -0.2163 -0.0828
C -1.847482 -2.765878 -4.436727 -0.1797 -0.6643 -0.6373
C -1.087621 -2.096207 -3.499404 0.7143 0.9375 1.6874
O -0.249971 0.075241 -3.303428 -3.0160 -1.4354 0.6507
H -0.900891 -0.386123 0.417588 -1.0103 0.5934 -0.4984
H -2.780495 0.878031 -3.227613 -0.3289 -1.0302 -1.0383
H -4.283536 -0.425591 -4.835422 -0.4441 -0.3511 -0.4165
H -3.579234 -2.699006 -5.659709 -0.3053 -0.1371 -0.3660
H -1.457602 -3.706476 -4.780425 -0.2874 -0.5176 -0.3159
H -0.304212 -2.527737 -2.869426 -0.5081 -0.0992 -0.6336
N 1.927897 -1.924562 5.898991 -2.6770 1.0045 -1.7025
C 0.978478 -1.588286 5.289576 1.4317 -0.7424 0.5449
C -0.105159 -1.121247 4.391029 0.9555 -0.8435 -0.1186
C -1.287015 -0.544521 4.871279 -0.2897 0.0297 0.5934
C -2.196101 0.017596 3.977767 -0.3829 -0.0877 -0.7846
C -1.876088 0.017176 2.610447 0.6753 0.3672 0.1471
N -0.715899 -0.509250 2.147984 0.8549 -0.5838 1.2631
C 0.078550 -1.203845 2.997608 -0.2073 0.8342 0.5770
H -1.492760 -0.583819 5.954561 0.1229 0.2402 -0.6171
H -3.162125 0.458127 4.286874 0.7306 -0.4017 -0.0274
H -2.490080 0.472974 1.833142 -0.0151 -0.0520 0.5320
H 0.879688 -1.745403 2.498824 0.1933 0.0511 0.5431
```
Positions in Å, forces in eV/Å.

***

3.
C23H41N2P3SW | the ωB97M-V functional and the def2-TZVPD basis

Output
Multiplicity: 3
Gap between HOMO and LUMO (spin up / spin down) in eV: 5.8 / 5.6
E in hartree: -2498.11679
Total charge: +4

XYZ file:
```
71
Properties=species:S:1:pos:R:3:forces:R:3
W -0.088234 0.268414 0.587063 -1.6517 2.5995 1.3163
P -1.149181 -2.085090 0.993989 -0.4972 -1.1257 -0.3799
P 1.942363 -1.015270 0.229317 2.5828 -1.5850 -1.0086
P -2.484859 0.766668 -0.148722 -2.5688 0.3801 -1.3946
H 2.520418 3.368931 -4.727990 -0.2198 -0.0640 0.6437
C 1.675711 3.855407 -4.211565 -0.2295 -1.0461 -1.9780
C 1.780112 4.645357 -3.135062 0.3612 2.1753 1.0797
H 2.509248 4.550971 -2.334283 0.0580 0.1205 -0.3962
C -1.417967 -3.203658 -0.440132 -0.0443 0.3527 0.0524
C -0.245114 -3.191724 2.131439 0.2923 0.2455 0.1031
C -2.756448 -2.064049 1.850486 -0.1279 0.1622 0.0096
C 3.405164 0.002410 -0.119828 -0.4500 0.8316 -0.2535
C 2.871537 -2.079684 1.399727 -0.6040 -0.2830 0.7712
C 1.862584 -2.035156 -1.305064 -0.1947 0.0484 0.2179
C -2.746211 2.305518 -1.133222 0.4264 0.0596 0.0996
C -3.781351 1.065704 1.140882 0.5189 -0.0926 0.6034
C -3.316731 -0.456116 -1.259318 0.3796 -0.2239 0.0396
H 0.730102 3.795141 -4.764674 0.2764 0.2332 0.0886
H 1.214424 5.587567 -3.124812 -0.3157 -0.4555 0.2519
H -1.914801 -4.101542 -0.051462 0.0866 0.1363 -0.0773
H -0.465261 -3.489522 -0.894005 -0.3180 0.0142 0.1191
H -2.055432 -2.740160 -1.198753 0.1900 -0.2081 0.1694
H -0.945705 -3.975723 2.444952 0.1516 0.1329 -0.1496
H 0.087147 -2.655425 3.027217 0.0021 -0.1857 -0.1410
H 0.606576 -3.660615 1.632362 -0.1883 0.0205 0.1201
H -2.936000 -3.086991 2.205518 -0.0538 0.2354 -0.1029
H -3.572295 -1.772968 1.184078 0.1214 -0.0767 0.3069
H -2.722922 -1.393127 2.717382 -0.1127 -0.2558 -0.1869
H 4.259373 -0.628758 -0.412139 -0.3673 0.1043 0.2656
H 3.666291 0.668623 0.710624 0.0111 -0.2414 -0.0616
H 3.106098 0.615740 -0.960521 0.4853 -0.1088 0.2729
H 3.499313 -2.764418 0.808331 -0.2470 0.2373 0.1323
H 2.227316 -2.653169 2.066156 0.3649 -0.0543 -0.0597
H 3.530884 -1.444025 2.007160 -0.1746 -0.2083 -0.1925
H 2.892732 -2.231869 -1.643421 -0.3655 -0.0796 0.2317
H 1.331086 -1.494595 -2.099598 0.0905 -0.1834 0.2472
H 1.345679 -2.982817 -1.094791 0.3934 0.2925 -0.2092
H -3.787047 2.315907 -1.503689 0.4492 -0.0542 0.2470
H -2.046953 2.356530 -1.979979 -0.3498 0.0302 0.2481
H -2.587618 3.173500 -0.475451 -0.0096 -0.1709 -0.3085
H -4.785545 0.997455 0.691035 0.4490 0.0035 -0.0655
H -3.643379 2.076099 1.551054 -0.0996 -0.2091 -0.1405
H -3.716845 0.355898 1.972653 -0.1680 0.2263 -0.2723
H -4.147308 0.045847 -1.774776 0.2434 -0.0457 0.2342
H -3.723516 -1.314307 -0.706665 0.1650 0.3329 -0.2722
H -2.600177 -0.811833 -2.010056 -0.2595 0.0603 0.0663
C 1.372602 1.854631 -2.217525 0.4549 0.4400 -0.7986
C 0.653029 1.295870 -3.289766 0.0602 -0.7632 -0.0409
C 1.364741 0.462826 -4.161487 -0.1990 0.2737 -0.1010
C 2.748112 0.284388 -3.988863 -0.0432 -0.0165 0.0264
C 3.479085 1.149621 -3.155437 -0.5666 0.1599 -0.2214
C 2.777528 2.042312 -2.324347 -0.1510 -0.6763 -0.4071
S 0.505277 2.139851 -0.710141 -0.8065 0.8040 1.1043
H 0.305244 0.224909 -1.007778 0.7562 -1.5937 -0.9369
H -0.437423 1.464529 -3.355498 0.6767 -0.4985 0.0432
H 0.851324 -0.069948 -4.969155 0.1445 0.2139 0.3421
H 3.215169 -0.535108 -4.544754 0.1363 0.5689 0.0895
H 4.565180 1.081436 -3.084009 -0.2388 0.2245 -0.2613
H 3.266414 2.831977 -1.746874 0.1336 -0.8563 0.2839
N -4.175438 0.585436 4.658177 2.7241 -0.1945 -0.4051
C -3.010396 0.532576 4.539254 -2.1107 0.6173 0.6792
C -1.582757 0.418590 4.333882 -0.4302 0.4253 -0.1473
C -0.747469 -0.276660 5.216709 0.0181 0.0029 0.0635
C 0.591187 -0.440653 4.872577 0.4366 0.3494 -0.2777
C 1.000765 -0.081868 3.585954 -0.2508 -0.5641 0.4177
N 0.132647 0.456923 2.679793 1.8500 0.7239 1.6280
C -1.031855 0.970973 3.178496 -0.0039 -1.2121 -0.5707
H -1.144159 -0.602295 6.178450 0.1068 -0.1035 -0.2070
H 1.315905 -0.851040 5.581593 -0.2638 0.1216 -0.2725
H 2.036489 -0.208473 3.271162 -0.3991 -0.2753 -0.0882
H -1.478460 1.784126 2.618138 -0.5166 -0.2483 -0.2293
```
Positions in Å, forces in eV/Å.

***

The following energy above the lowest of the compared OMol25 structures with the same formula, charge and spin values (in kcal per mole) correspond, in order, to the records above: 27.6; 113.7; 26.0.